No. 1
This record from the OMol25 dataset describes a molecular structure, C19H15N3O7SV. The level of theory is ωB97M-V/def2-TZVPD.

Geometry (Å):
C  -1.663  2.737  2.488
C  2.060  -4.047  0.110
C  3.266  -2.269  -0.958
C  -0.811  4.297  4.138
O  -2.325  2.250  -0.183
C  -1.082  -1.033  -1.960
N  -1.354  -1.067  -0.594
H  -1.131  5.769  1.102
H  -0.508  4.478  5.158
C  -2.010  3.504  0.104
O  -1.957  0.981  4.530
H  1.989  -5.086  0.407
V  -2.626  0.569  -0.785
O  -0.669  -1.034  1.770
H  5.208  -4.076  -1.150
H  2.326  -0.328  -0.885
C  2.262  -1.374  -0.619
H  0.191  -3.496  1.027
H  0.222  -2.722  -2.251
C  -0.309  -1.910  -2.723
C  1.052  -3.167  0.460
C  -0.759  5.287  3.169
S  -0.153  -0.730  0.471
C  3.177  -3.613  -0.606
H  -0.408  6.276  3.429
C  1.159  -1.834  0.081
N  -1.361  1.997  4.811
H  0.311  -2.375  -4.708
H  3.997  -5.091  -1.930
H  4.392  -5.350  -0.235
H  -1.997  1.738  2.254
O  -2.064  4.390  -0.709
O  0.310  0.612  0.197
H  4.137  -1.916  -1.497
H  -2.357  0.953  -4.256
C  -1.605  3.737  1.527
C  -1.004  -0.676  -4.679
O  -0.843  2.228  5.887
C  -1.159  5.010  1.872
C  4.256  -4.584  -0.998
O  -4.089  0.053  -0.790
H  -0.990  -0.520  -5.747
C  -1.272  3.045  3.776
C  -0.276  -1.710  -4.087
N  -1.772  -0.039  -2.545
C  -1.758  0.139  -3.870

The value obtained for the HOMO-LUMO gap (alpha / beta) is 8.956 / 9.072 eV. As for the charge: 0. The energy above the lowest of the compared OMol25 structures with the same formula, charge and spin is 76.98 kJ/mol. Its HOMO energy (alpha / beta) is -9.5 / -9.6 eV. The expectation value of S² is 0.76. As for the spin multiplicity: 2. For the LUMO energy (alpha / beta), the calculation gives -0.0210 / -0.0182 Eh. Its energy is -75271.4260 eV.

Mulliken atomic charge list, values in e, 5 entries: atom 1 (C): -0.2444, atom 2 (C): -0.7872, atom 3 (C): -0.7912, atom 4 (C): -0.6153, atom 5 (O): -0.5207

***

No. 2
This record from the OMol25 dataset describes a molecular structure, C27H50IrNO7PS2Si in a non-equilibrium geometry. The level of theory is ωB97M-V/def2-TZVPD.

Geometry (Å):
C  3.088  1.487  -1.881
H  1.922  -4.689  1.737
C  3.240  -4.525  -0.610
P  1.455  -2.028  -1.332
H  2.563  -3.221  2.515
S  -1.984  -3.507  2.354
H  3.419  4.660  3.662
C  -1.555  0.232  3.375
C  -0.089  3.067  -0.483
Ir  0.875  -0.504  0.754
H  4.037  1.305  -1.375
C  -1.449  -1.033  2.808
C  -0.715  -2.734  1.552
H  0.092  2.405  -1.326
H  2.028  -0.297  4.671
H  -1.435  0.539  -0.282
H  3.591  2.057  6.165
O  1.935  -2.573  0.133
C  -2.576  0.471  4.268
H  5.239  -3.246  0.573
C  3.191  2.194  5.161
C  3.123  -3.439  0.444
S  2.740  0.090  1.969
H  3.630  -4.589  2.179
H  0.852  -0.560  -3.582
H  1.255  2.511  7.104
H  4.690  2.325  1.038
H  1.410  1.039  -4.070
C  4.376  -2.585  0.492
H  3.312  3.244  4.890
C  1.576  0.318  5.451
H  3.860  0.189  -4.161
C  4.722  3.145  1.758
H  -0.146  2.375  6.032
H  5.639  3.712  1.596
C  2.781  -4.019  1.802
H  -2.454  1.965  -0.385
H  2.302  -5.066  -0.735
H  4.377  -1.915  1.348
C  -1.797  1.404  0.278
H  -1.401  2.764  2.700
O  2.306  3.260  1.687
C  -3.485  -0.533  4.624
H  -0.109  -3.250  0.828
H  0.533  0.040  5.566
H  3.531  -4.127  -1.580
H  4.491  -0.695  -2.766
Si  1.743  1.894  2.295
C  -2.351  -2.032  3.176
H  -2.670  1.453  4.714
H  -2.382  1.056  1.129
C  2.551  0.197  -2.469
C  3.515  4.052  1.588
O  0.049  -1.561  -0.876
C  -1.073  3.275  1.798
H  -0.261  3.957  2.056
H  4.005  -5.225  -0.274
H  4.481  -1.994  -0.418
H  2.086  0.104  6.392
H  2.598  5.288  0.074
O  2.334  -0.660  -1.276
H  3.249  2.217  -2.675
O  0.437  1.435  1.275
N  -0.510  -1.475  1.858
H  2.572  5.741  2.545
H  2.389  1.906  -1.157
H  -0.831  0.993  3.141
C  3.501  4.690  0.209
C  3.591  -0.482  -3.345
H  4.364  5.344  0.089
C  1.722  1.797  5.126
H  -0.818  3.815  -0.798
H  -4.274  -0.317  5.332
C  0.908  2.653  6.080
H  4.759  2.725  2.766
H  3.538  3.926  -0.568
C  -0.658  2.309  0.702
H  4.339  5.751  2.622
C  -3.376  -1.797  4.090
H  3.209  -1.411  -3.763
H  0.484  0.842  -2.574
C  3.455  5.115  2.672
H  -1.906  3.872  1.426
H  -4.065  -2.584  4.366
H  1.002  3.708  5.822
O  1.634  -2.875  -2.499
H  3.780  1.577  4.479
O  1.193  2.091  3.796
H  0.834  3.576  -0.219
C  1.241  0.389  -3.211

The value obtained for the HOMO-LUMO gap (alpha / beta) is 7.738 / 7.739 eV. As for the charge: +1. The energy above the lowest of the compared OMol25 structures with the same formula, charge and spin is 52.56 kJ/mol. Its HOMO energy (alpha / beta) is -11.3 / -11.3 eV. As for the spin multiplicity: 1. For the LUMO energy (alpha / beta), the calculation gives -0.1313 / -0.1312 Eh. Its energy is -86312.2453 eV.

Mulliken atomic charge list, values in e, 5 entries: atom 1 (C): -1.3085, atom 2 (H): 0.3554, atom 3 (C): -1.6987, atom 4 (P): 0.5170, atom 5 (H): 0.1984

***

No. 3
This record from the OMol25 dataset describes C6H12OS in the gas phase in a non-equilibrium geometry. The level of theory is ωB97M-V/def2-TZVPD.

Geometry (Å):
C  -1.514  0.886  -0.504
H  1.760  0.552  1.081
C  2.128  1.619  -0.510
H  -1.361  -1.754  -1.766
H  -1.468  0.674  -1.511
S  -1.754  -1.813  -0.490
H  -1.988  -0.682  1.970
C  1.579  0.531  -0.015
H  -0.894  1.762  -0.156
H  -0.220  -1.096  1.859
H  0.756  -0.613  -1.520
H  2.686  2.286  0.020
C  -0.796  -0.365  0.032
C  -0.893  -0.393  1.605
H  1.905  1.962  -1.484
H  -0.482  0.497  2.159
H  -2.638  0.857  -0.271
H  1.151  -2.565  -0.286
C  0.794  -0.600  -0.478
O  1.249  -1.746  0.264

The value obtained for the HOMO-LUMO gap is 9.649 eV. As for the charge: 0. The energy above the lowest of the compared OMol25 structures with the same formula, charge and spin is 233.85 kJ/mol. Its HOMO energy is -9.0 eV. As for the SMILES: C=C[C@@H](O)C(C)(C)S. As for the spin multiplicity: 1. For the LUMO energy, the calculation gives 0.0240 Eh. Its energy is -19296.9626 eV.

Mulliken atomic charge list, values in e, 5 entries: atom 1 (C): -1.3306, atom 2 (H): 0.1530, atom 3 (C): -0.8546, atom 4 (H): 0.1200, atom 5 (H): 0.4819

***

No. 4
This record from the OMol25 dataset describes 11 unconnected molecules or ions with the total composition C54H53F7N2O2 in a non-equilibrium geometry. The level of theory is ωB97M-V/def2-TZVPD.

Geometry (Å):
C  6.375  -1.972  2.090
C  -0.941  2.358  -6.048
H  8.747  5.733  -1.127
F  2.332  -8.097  -1.219
N  -4.847  8.122  -1.177
C  -1.336  -0.328  -5.980
C  -7.309  -2.563  -1.450
C  -1.878  0.472  2.177
C  2.212  -7.316  -2.317
H  -3.885  6.387  -0.471
H  -0.874  1.403  -0.931
C  0.094  1.464  -5.690
C  6.984  -0.752  2.034
H  -9.222  -5.108  -2.759
C  -2.393  0.488  -6.381
C  5.892  -0.479  -4.838
C  -8.652  -3.352  -3.715
C  -0.847  0.819  -0.023
H  5.019  -0.393  -6.625
C  1.607  1.155  7.872
C  3.544  1.775  6.577
H  5.856  -2.288  1.197
C  -2.472  4.937  6.013
O  -2.448  6.339  6.307
F  -3.598  -0.023  -6.632
F  7.288  3.888  -2.287
H  7.029  -2.789  5.331
N  7.655  -1.018  4.326
C  1.631  2.411  8.455
H  1.723  -5.059  -5.261
H  -0.591  -0.672  3.453
H  -7.185  8.071  -3.622
H  -4.782  4.826  -2.263
C  7.607  -0.258  3.164
H  6.838  -0.262  -5.334
H  -8.116  -1.476  -4.501
C  6.958  4.520  -1.144
F  0.706  2.898  9.359
H  2.589  -0.150  6.499
H  -4.360  -8.693  0.448
C  -4.539  -6.551  3.097
H  -6.314  9.494  -1.875
C  5.407  4.927  0.692
C  0.360  0.219  0.300
C  -7.991  -3.844  -1.472
F  -7.186  -0.333  -2.333
C  -6.082  6.337  -2.915
H  -5.379  -8.444  2.935
C  0.396  -0.350  1.568
C  1.587  -7.814  -3.400
H  -3.928  -4.507  3.094
F  1.367  0.118  -0.528
H  1.007  1.894  -5.305
C  -4.765  -7.738  2.397
C  -3.592  -6.755  0.525
C  -6.457  7.680  -2.926
H  -4.910  -6.391  4.099
C  -3.973  -5.448  2.566
H  4.462  4.670  1.147
C  7.454  6.201  0.521
H  5.927  6.312  2.185
C  2.600  3.360  8.179
C  2.576  0.821  6.973
H  -2.697  0.579  2.873
H  5.947  -3.741  3.334
C  -4.265  -7.815  1.069
H  -1.492  -1.392  -6.080
H  8.000  6.976  1.038
C  6.420  -2.775  3.239
H  3.365  -5.740  -1.446
C  3.592  3.026  7.273
C  7.815  5.520  -0.625
O  5.024  -1.007  -5.887
H  -3.146  -6.943  -0.440
H  4.289  1.667  5.802
C  5.776  4.288  -0.482
H  1.290  -0.815  1.957
H  2.607  4.368  8.569
C  7.136  -2.292  4.379
H  -1.504  4.460  6.164
C  -5.852  8.528  -2.016
C  2.684  -6.044  -2.227
H  -2.697  4.648  4.986
H  -3.135  4.560  6.793
C  -8.768  -4.140  -2.600
H  -7.849  -4.598  -0.711
H  2.794  -4.219  -3.270
C  1.838  -5.718  -4.414
H  1.261  -8.844  -3.380
H  5.031  3.589  -0.833
H  4.274  3.827  7.027
H  1.167  -7.472  -5.461
C  2.410  -5.228  -3.311
H  -2.903  2.548  -6.692
C  1.374  -7.015  -4.505
C  -4.483  6.766  -1.287
H  -6.597  5.607  -3.522
H  7.960  0.761  3.222
H  0.541  -0.633  -5.202
H  5.419  0.399  -4.397
C  -7.521  -1.629  -2.487
C  6.247  5.931  1.226
C  -3.429  -5.566  1.262
H  -6.637  -2.282  -0.652
C  -5.076  5.857  -2.129
H  6.754  -0.129  1.183
H  -9.165  -3.633  -4.622
H  -2.765  1.514  0.470
H  -0.868  3.431  -5.956
C  -1.876  1.011  0.822
C  -2.129  1.835  -6.448
C  -0.099  0.123  -5.632
C  -0.658  -0.160  2.504
F  -2.814  -4.471  0.739
C  -8.108  -2.099  -3.619
H  5.887  -1.184  -4.006
H  -2.165  6.411  7.221
H  0.818  0.475  8.156

The value obtained for the HOMO-LUMO gap is 9.234 eV. As for the charge: 0. The energy above the lowest of the compared OMol25 structures with the same formula, charge and spin is 510.45 kJ/mol. Its HOMO energy is -9.2 eV. As for the SMILES: Fc1ccccc1.Fc1ccccc1.Fc1ccccc1.Fc1ccccc1.Fc1ccccc1.Fc1ccccc1.Fc1ccccc1.c1ccncc1.c1ccncc1.CO.CO. As for the spin multiplicity: 1. For the LUMO energy, the calculation gives 0.0011 Eh. Its energy is -82948.8527 eV.

Mulliken atomic charge list, values in e, 5 entries: atom 1 (C): -0.1649, atom 2 (C): -0.5038, atom 3 (H): 0.4019, atom 4 (F): -0.3077, atom 5 (N): -0.5193

***

> Number 1 is which compound?

C19H15N3O7SV